Record 1
DFT (ωB97M-V/def2-TZVPD) results for one molecule with the formula C5H8N2.

Structure (XYZ):
```
15
Properties=species:S:1:pos:R:3:forces:R:3
C -1.030 -0.993 0.789 -0.333 -0.215 -0.114
N -0.302 -0.756 -0.558 0.157 0.109 -0.107
C 1.027 -1.252 -0.323 0.193 0.009 0.066
C 1.828 -0.262 0.072 -0.112 -0.162 -0.031
C 0.941 0.925 0.197 0.104 0.153 -0.126
C -0.185 0.596 -0.621 -0.195 0.119 0.278
N -1.244 1.370 -0.924 0.057 -0.094 0.124
H -2.022 -0.527 0.711 0.154 -0.092 0.082
H -1.198 -2.075 0.877 0.045 0.198 0.036
H 0.216 0.436 1.159 0.024 0.090 -0.137
H 1.205 -2.314 -0.421 -0.031 0.160 0.040
H 2.862 -0.317 0.383 -0.165 -0.007 -0.038
H 1.309 1.937 0.345 -0.081 -0.181 -0.009
H -2.127 0.911 -1.096 0.127 0.048 0.009
H -1.278 2.321 -0.592 0.058 -0.134 -0.071
```
Forces are in eV/Å.

Values from the calculation:
Multiplicity: 1
E_LUMO (eV): 0.780
Net charge: 0
Energy above the lowest of the compared OMol25 structures with the same formula, charge and spin (kcal per mole): 110.0
Orbital gap (eV): 7.583

natural (NBO) population analysis, charges in e, atoms 1 to 6: number 1, C, carries -0.599; number 2, N, carries -0.445; number 3, C, carries -0.011; number 4, C, carries -0.235; number 5, C, carries -0.549; number 6, C, carries 0.504

---

Record 2
DFT (ωB97M-V/def2-TZVPD) results for C24H34AuNO4P2 as an isolated structure.

Structure (XYZ):
```
66
Properties=species:S:1:pos:R:3:forces:R:3
C -0.604 2.111 -3.916 -1.036 -0.786 1.878
C -0.695 1.585 -2.626 -1.907 0.990 -2.290
N 0.401 1.156 -1.993 -0.328 -0.969 2.978
C 1.611 1.217 -2.556 2.200 0.337 -2.191
C 1.769 1.754 -3.835 0.439 -0.959 1.743
C 0.646 2.209 -4.522 0.293 0.787 -1.691
C -2.020 1.504 -1.889 2.136 0.510 1.934
P -1.990 0.160 -0.648 0.453 0.598 0.031
Au 0.176 0.395 0.243 -0.190 -0.126 -1.333
P 2.316 -0.302 -0.338 -0.615 0.462 0.134
C 2.808 0.726 -1.767 0.175 0.159 0.015
C -0.388 -4.181 0.467 0.051 0.088 0.263
C -0.842 -3.133 1.280 0.312 -0.135 -0.126
C -0.058 -2.692 2.350 -0.022 -0.048 0.050
C 1.137 -3.345 2.666 -0.039 -0.086 -0.264
C 1.566 -4.427 1.888 -0.226 0.038 -0.008
C 0.809 -4.836 0.783 -0.083 0.095 0.059
O -1.250 -1.686 -6.938 -0.199 -0.043 2.507
O 0.252 -1.889 -3.129 0.960 1.550 -2.946
H -1.523 2.422 -4.407 0.211 0.027 0.035
H 2.773 1.802 -4.252 -0.201 0.011 -0.009
H 0.745 2.641 -5.516 -0.022 -0.124 0.216
C -3.351 0.386 0.502 -0.553 -0.055 -0.063
C -2.314 -1.319 -1.618 -0.230 -0.435 -0.155
H 3.486 0.145 -2.411 -0.090 0.241 0.168
H 3.374 1.582 -1.362 -0.126 -0.196 -0.056
H -2.803 1.365 -2.534 -2.049 -0.214 -1.750
H -2.188 2.419 -1.296 0.081 -0.146 -0.129
C 3.523 -0.105 0.979 0.707 -0.104 0.294
C 2.395 -1.999 -0.925 0.128 -0.360 -0.057
H -1.806 -2.659 1.083 0.381 -0.079 0.024
H -0.377 -1.831 2.940 0.042 -0.237 -0.146
H 1.726 -3.012 3.523 -0.160 -0.102 -0.293
H 2.488 -4.955 2.146 -0.301 0.183 -0.115
H 1.143 -5.675 0.166 -0.067 0.309 0.211
H -0.964 -4.484 -0.413 0.162 0.038 0.383
H 0.127 -2.697 -3.661 0.087 0.473 0.208
H -1.392 -1.684 -7.849 -0.272 0.016 -2.309
H -2.139 -1.634 -6.550 0.494 0.015 -0.147
H 0.553 -1.176 -3.843 -0.937 -2.000 2.215
H -4.307 0.127 0.027 0.108 0.115 0.230
H -3.170 -0.269 1.365 -0.125 0.181 -0.169
H -3.348 1.429 0.845 0.026 -0.296 -0.059
H -3.257 -1.186 -2.166 0.129 -0.117 0.108
H -1.488 -1.503 -2.326 -0.415 0.248 0.421
H -2.395 -2.183 -0.949 -0.060 0.111 -0.199
H 3.432 -2.230 -1.207 -0.190 -0.050 0.026
H 2.072 -2.672 -0.122 0.083 0.106 -0.169
H 1.722 -2.122 -1.792 0.371 0.130 0.491
H 4.286 0.629 0.685 -0.107 -0.260 0.227
H 2.997 0.241 1.879 0.288 -0.103 -0.282
H 3.990 -1.079 1.181 0.062 0.322 0.063
O -0.282 0.875 2.372 -0.317 1.055 -0.374
C -0.794 2.081 2.358 -0.034 -0.430 -0.240
O -1.291 2.664 1.375 0.587 -0.720 0.719
C -0.742 2.784 3.691 0.009 0.302 0.537
C -1.198 4.108 3.792 0.098 -0.186 0.211
C -1.132 4.790 5.011 0.128 -0.366 0.070
C -0.610 4.150 6.146 -0.027 -0.212 -0.422
C -0.148 2.828 6.047 -0.166 0.220 -0.214
C -0.214 2.148 4.827 -0.100 0.311 -0.012
H -1.601 4.587 2.900 0.124 -0.138 0.234
H -1.488 5.820 5.073 0.107 -0.298 0.020
H -0.564 4.678 7.100 0.009 -0.152 -0.272
H 0.265 2.324 6.923 -0.128 0.165 -0.222
H 0.144 1.121 4.738 -0.118 0.341 0.009
```
Forces are in eV/Å.

Values from the calculation:
Multiplicity: 3
E_LUMO (spin up / spin down) (eV): 0.307 / -0.951
Expectation value of S²: 2.02
Net charge: 0
Energy above the lowest of the compared OMol25 structures with the same formula, charge and spin (kcal per mole): 0.0
Orbital gap (spin up / spin down) (eV): 4.314 / 7.050

natural (NBO) population analysis, charges in e, atoms 1 to 6: number 1, C, carries -0.241; number 2, C, carries 0.139; number 3, N, carries -0.575; number 4, C, carries 0.103; number 5, C, carries -0.238; number 6, C, carries -0.363

---

Record 3
DFT (ωB97M-V/def2-TZVPD) results for C19H50BN4NbO7P2 as an isolated structure.

Structure (XYZ):
```
84
Properties=species:S:1:pos:R:3:forces:R:3
C 3.960 -0.526 3.486 0.330 -0.316 0.007
C 4.616 -0.406 2.475 0.474 0.812 0.344
C 5.473 -0.098 1.343 -0.383 -0.141 0.659
Nb 4.371 0.503 -0.596 1.348 -3.078 0.686
B 6.068 2.079 -1.054 -0.022 0.308 -0.932
N 6.760 2.862 0.011 -0.103 0.600 -0.587
O 6.495 2.375 -2.366 -0.499 -0.187 0.279
C 5.585 -0.997 -1.782 0.971 -0.113 -0.616
O 6.679 -1.442 -1.355 0.415 0.309 1.294
O 5.139 -1.349 -2.887 -1.440 -0.034 -0.975
P 2.521 -1.201 -0.203 -0.267 0.568 -0.788
C 1.939 -2.048 -1.749 -0.344 -0.414 0.299
C 0.957 -0.543 0.558 -0.368 -1.062 -0.099
P 3.079 2.457 0.515 0.035 1.120 -0.142
C 1.663 2.826 -0.687 0.067 0.139 0.313
O 2.365 2.042 2.019 -0.374 -0.165 -0.483
H 3.639 -0.796 4.467 -0.297 0.113 -0.239
H 5.964 -1.038 1.082 -0.036 0.051 -0.643
H 6.275 0.582 1.632 -0.101 0.164 0.206
H 3.579 1.046 -2.169 -0.144 0.679 0.244
H 6.098 3.314 0.628 -0.048 -0.419 0.407
H 7.425 2.307 0.531 -0.006 0.005 0.171
H 6.332 3.320 -2.467 0.579 0.234 -0.013
H 2.789 -2.392 -2.335 0.239 0.298 0.053
H 1.319 -1.403 -2.371 -0.011 0.092 -0.019
H 1.365 -2.944 -1.476 -0.137 0.084 -0.027
H 0.199 -1.340 0.520 0.020 0.006 -0.019
H 1.146 -0.364 1.613 0.103 0.407 -0.006
H 0.524 0.318 0.052 0.220 0.203 0.053
H 0.690 2.835 -0.182 -0.002 -0.171 0.033
H 1.679 2.112 -1.506 -0.220 -0.210 0.037
H 1.793 3.820 -1.122 0.102 0.073 0.078
H 1.575 2.580 2.101 -0.083 0.164 0.192
C 4.213 -2.757 7.502 0.061 0.083 0.209
C 2.776 -2.933 7.020 0.280 -0.143 -0.227
C 2.233 -4.357 7.229 -0.298 0.157 0.032
O 2.690 -5.309 6.288 0.044 -0.128 0.264
C 3.951 -5.879 6.577 -0.025 0.010 -0.298
N 2.697 -2.507 5.622 -0.352 -0.442 0.449
H 4.934 -3.222 6.830 -0.055 -0.015 -0.051
H 4.464 -1.698 7.554 -0.022 0.000 -0.084
H 4.348 -3.183 8.500 0.003 -0.029 -0.011
H 2.149 -2.260 7.614 -0.082 -0.069 0.005
H 1.147 -4.324 7.100 0.009 -0.015 -0.076
H 2.418 -4.709 8.254 0.122 0.003 0.000
H 4.099 -6.012 7.654 0.010 0.071 0.023
H 4.758 -5.275 6.159 0.092 -0.016 0.140
H 3.988 -6.858 6.097 -0.059 0.003 0.000
H 1.726 -2.539 5.320 0.016 0.214 -0.063
H 3.147 -3.224 5.058 0.169 0.213 -0.142
C -3.557 2.594 -4.656 -0.057 -0.007 -0.053
C -2.428 3.150 -3.792 -0.229 -0.275 -0.074
C -1.266 2.167 -3.582 0.291 0.309 0.117
O -1.528 1.154 -2.633 -0.078 -0.035 -0.231
C -2.223 0.035 -3.139 -0.006 -0.084 0.363
N -2.990 3.608 -2.516 0.104 0.103 0.036
H -4.170 1.859 -4.127 0.176 0.147 -0.098
H -4.227 3.401 -4.964 0.012 0.020 0.051
H -3.162 2.124 -5.560 0.026 -0.008 0.018
H -2.019 4.022 -4.314 0.104 0.005 0.083
H -0.418 2.729 -3.183 0.006 -0.075 0.090
H -0.930 1.729 -4.531 -0.111 -0.039 -0.037
H -1.931 -0.194 -4.168 -0.032 0.037 -0.030
H -3.304 0.189 -3.081 -0.032 -0.031 -0.203
H -1.974 -0.819 -2.508 0.097 0.027 -0.011
H -2.253 4.056 -1.978 -0.010 0.052 -0.026
H -3.211 2.777 -1.973 -0.033 -0.019 -0.027
C -7.787 1.858 -4.359 -0.074 0.061 -0.188
C -7.301 0.461 -3.988 -0.040 0.317 0.203
C -8.273 -0.303 -3.076 0.127 -0.293 -0.116
O -8.243 0.094 -1.718 -0.237 0.035 -0.087
C -9.034 1.224 -1.407 0.211 -0.008 0.196
N -5.963 0.569 -3.402 -0.278 -0.408 0.164
H -7.697 2.561 -3.531 0.023 -0.052 0.044
H -7.192 2.257 -5.181 0.058 -0.017 0.044
H -8.831 1.839 -4.681 -0.006 -0.001 0.030
H -7.216 -0.110 -4.918 -0.014 -0.090 0.048
H -7.976 -1.356 -3.074 0.039 0.013 0.065
H -9.300 -0.267 -3.465 -0.008 0.124 -0.006
H -9.955 1.251 -1.997 0.027 0.021 -0.065
H -8.470 2.148 -1.552 -0.135 0.076 -0.078
H -9.299 1.161 -0.351 0.008 -0.061 -0.009
H -5.599 -0.366 -3.235 0.080 0.015 -0.106
H -6.070 0.955 -2.466 0.062 0.124 -0.042
```
Forces are in eV/Å.

Values from the calculation:
Multiplicity: 1
E_LUMO (eV): 3.078
Net charge: -2
Orbital gap (eV): 2.652

Löwdin population analysis, charges in e, atoms 1 to 6: number 1, C, carries 0.015; number 2, C, carries -0.325; number 3, C, carries -0.368; number 4, Nb, carries 1.151; number 5, B, carries -0.725; number 6, N, carries 0.052

---

Record 4
DFT (ωB97M-V/def2-TZVPD) results for C24H50ClF5OP2PbSi2Te as an isolated structure.

Structure (XYZ):
```
87
Properties=species:S:1:pos:R:3:forces:R:3
Pb 0.295 0.013 -1.071 -1.102 -0.031 1.677
C -1.783 -0.024 2.339 0.333 -0.066 -1.056
C -2.039 1.128 1.559 -1.170 0.490 0.291
C -2.776 0.713 0.394 0.900 0.332 -0.514
Si -1.554 2.813 2.134 -0.576 -1.370 0.066
C -2.782 -0.720 0.369 1.364 -0.124 0.133
C -2.038 -1.159 1.535 -1.308 -0.444 0.062
Si -1.554 -2.858 2.069 -0.550 1.395 0.126
H -1.505 -0.037 3.400 0.290 0.019 -0.790
H -3.288 1.397 -0.328 0.506 -0.707 0.657
H -3.286 -1.383 -0.357 0.320 0.509 0.416
Cl 1.301 0.034 -3.706 -0.717 0.006 -3.348
C -1.194 -2.812 3.899 0.194 -0.225 0.313
C -2.914 -4.053 1.661 -0.160 -0.480 -0.072
C -1.197 2.735 3.963 0.216 0.216 0.304
C -2.915 4.018 1.756 -0.152 0.481 -0.050
H -3.822 -3.735 2.195 0.239 -0.159 -0.144
H -2.625 -5.058 2.002 -0.274 0.047 -0.161
H -3.149 -4.086 0.583 0.052 -0.055 0.450
H -0.320 -2.182 4.135 -0.281 -0.339 -0.173
H -1.012 -3.833 4.269 0.039 0.282 0.049
H -2.041 -2.395 4.456 0.021 -0.119 -0.111
H -3.831 3.670 2.258 0.250 0.167 -0.133
H -3.131 4.101 0.677 0.043 0.044 0.446
H -2.637 5.005 2.151 -0.278 -0.044 -0.184
H -2.044 2.309 4.511 0.014 0.115 -0.099
H -1.015 3.751 4.348 0.038 -0.303 0.040
H -0.322 2.100 4.188 -0.291 0.351 -0.160
C 0.044 -3.358 1.225 0.977 -0.768 -0.833
C 0.043 3.332 1.299 0.981 0.790 -0.823
P 0.271 -2.778 -0.500 -0.290 -0.672 0.234
H 0.134 -4.468 1.236 0.163 0.561 0.133
H 0.908 -2.918 1.758 -0.400 -0.289 0.020
P 0.270 2.789 -0.438 -0.292 0.654 0.247
H 0.908 2.885 1.822 -0.403 0.290 0.022
H 0.130 4.442 1.330 0.166 -0.558 0.131
C 1.926 3.406 -1.082 -0.275 0.215 -0.254
C -1.024 3.716 -1.426 0.279 -0.580 0.555
C -1.025 -3.686 -1.506 0.302 0.576 0.554
C 1.925 -3.384 -1.154 -0.262 -0.204 -0.285
C 2.968 -2.262 -1.057 0.152 0.147 0.072
H 1.741 -3.605 -2.235 0.068 0.184 0.624
C 2.460 -4.660 -0.497 -0.203 -0.327 0.215
H 2.663 -4.512 0.578 -0.046 0.025 -0.429
H 3.403 -4.938 -0.989 -0.184 -0.031 0.172
H 1.756 -5.510 -0.586 0.380 0.439 0.029
H 2.740 -1.416 -1.734 0.137 -0.362 0.272
H 3.957 -2.657 -1.337 -0.249 0.186 -0.003
H 3.056 -1.864 -0.031 -0.083 -0.158 -0.352
H -1.955 -3.445 -0.963 0.273 -0.023 -0.232
C -0.854 -5.202 -1.531 -0.222 -0.170 0.403
C -1.107 -3.084 -2.912 -0.054 0.044 -0.045
H -0.814 -5.643 -0.510 -0.046 0.335 -0.627
H 0.051 -5.503 -2.066 -0.127 0.036 -0.022
H -1.727 -5.623 -2.041 0.178 -0.175 0.020
H -1.287 -1.994 -2.925 -0.043 -0.379 0.206
H -1.926 -3.563 -3.460 0.132 0.091 -0.055
H -0.177 -3.251 -3.464 -0.055 -0.081 -0.038
H -1.957 3.456 -0.895 0.287 0.034 -0.229
C -1.098 3.153 -2.848 -0.025 -0.011 -0.071
C -0.860 5.233 -1.410 -0.219 0.161 0.381
H -0.825 5.648 -0.378 -0.050 -0.315 -0.624
H -1.732 5.664 -1.914 0.194 0.170 0.038
H 0.048 5.551 -1.932 -0.138 -0.038 -0.023
H -1.269 2.064 -2.894 -0.052 0.337 0.220
H -0.168 3.344 -3.393 -0.069 0.076 -0.028
H -1.919 3.641 -3.384 0.126 -0.086 -0.059
C 2.968 2.282 -1.011 0.137 -0.163 0.040
C 2.462 4.665 -0.394 -0.206 0.334 0.196
H 1.741 3.652 -2.156 0.066 -0.192 0.615
H 2.663 4.491 0.677 -0.040 -0.018 -0.414
H 1.758 5.518 -0.461 0.385 -0.442 0.018
H 3.405 4.954 -0.879 -0.187 0.027 0.176
H 3.058 1.862 0.004 -0.081 0.157 -0.313
H 3.956 2.683 -1.286 -0.235 -0.179 -0.009
H 2.738 1.450 -1.706 0.137 0.360 0.278
C 0.936 0.039 -5.877 1.032 -0.001 1.810
H -0.154 0.036 -6.155 1.239 0.004 0.877
H 1.491 1.002 -6.034 -0.671 -1.276 -0.147
H 1.497 -0.919 -6.045 -0.675 1.274 -0.122
F 2.536 -1.937 2.981 -0.416 1.355 -0.498
Te 2.356 -0.025 2.764 -0.120 0.007 0.417
F 3.100 -0.031 4.521 -0.324 0.051 -1.188
F 4.164 -0.018 2.128 -1.236 -0.058 0.309
F 0.683 -0.022 3.772 1.885 0.013 -1.159
F 2.554 1.887 2.960 -0.452 -1.324 -0.371
O 1.593 -0.016 1.055 0.793 -0.042 1.937
```
Forces are in eV/Å.

Values from the calculation:
Multiplicity: 1
E_LUMO (eV): -1.917
Net charge: 0
Orbital gap (eV): 4.738

Löwdin population analysis, charges in e, atoms 1 to 6: number 1, Pb, carries 1.057; number 2, C, carries -0.163; number 3, C, carries -0.353; number 4, C, carries -0.181; number 5, Si, carries 0.460; number 6, C, carries -0.171

---

Record 5
DFT (ωB97M-V/def2-TZVPD) results for a 2-piece molecular cluster, C5H12N2O overall.

Structure (XYZ):
```
20
Properties=species:S:1:pos:R:3:forces:R:3
C -0.530 -3.284 0.951 0.200 0.248 0.131
N -1.151 -2.071 0.461 -0.442 0.247 -0.190
O -0.310 -0.960 0.793 0.095 -0.545 -0.064
H -0.904 -0.286 1.146 -0.090 -0.171 -0.139
H -1.173 -2.098 -0.561 0.132 0.109 0.300
H -0.496 -3.233 2.038 0.000 -0.110 0.002
H 0.488 -3.435 0.574 0.023 -0.012 0.015
H -1.156 -4.121 0.650 -0.042 -0.074 -0.015
C 0.624 0.571 -1.744 0.030 0.049 0.098
C 0.582 1.333 -0.455 0.736 -0.016 -0.214
C -0.864 3.072 0.107 0.100 0.473 0.063
C 1.598 1.412 0.398 -0.063 0.230 -0.032
N -0.668 1.867 -0.175 -0.779 -0.289 0.129
H 0.674 1.264 -2.585 -0.021 -0.004 -0.067
H -0.286 -0.018 -1.847 0.008 -0.027 -0.018
H 1.490 -0.084 -1.771 0.054 -0.038 -0.056
H -0.085 3.841 0.119 0.149 -0.101 -0.074
H -1.869 3.386 0.353 -0.180 0.084 0.073
H 2.521 0.893 0.219 0.191 -0.135 -0.125
H 1.514 1.950 1.327 -0.100 0.083 0.180
```
Forces are in eV/Å.

Values from the calculation:
Multiplicity: 1
E_LUMO (eV): 1.011
Net charge: 0
Energy above the lowest of the compared OMol25 structures with the same formula, charge and spin (kcal per mole): 98.2
Orbital gap (eV): 9.687
SMILES: C=NC(=C)C.CNO

natural (NBO) population analysis, charges in e, atoms 1 to 6: number 1, C, carries -0.429; number 2, N, carries -0.336; number 3, O, carries -0.606; number 4, H, carries 0.479; number 5, H, carries 0.323; number 6, H, carries 0.199